No. 1
# C2H4NO

The ion C2H4NO with charge +1 in a non-equilibrium geometry (ωB97M-V with the def2-TZVPD basis set, OMol25).

Geometry (Å):
O1 0.3247 2.0211 1.5528
N1 0.2421 1.3044 0.6757
C1 -0.2018 -0.9221 -0.1755
C2 0.1517 0.5311 -0.2572
H1 0.3439 0.9125 -1.2633
H2 -1.0913 -1.1040 -0.7797
H3 -0.3827 -1.2349 0.8490
H4 0.6134 -1.5082 -0.6019

Cartesian forces, eV/Å:
0.012 0.125 0.173
0.109 0.879 0.996
-0.187 -0.588 0.491
-0.097 -1.215 -1.897
0.100 0.507 0.202
-0.008 0.168 0.014
-0.005 -0.022 -0.001
0.077 0.147 0.023

## Properties
- net charge = +1
- spin multiplicity = 1
- structure (SMILES) = CC=[N+]=O
- highest occupied orbital energy (eV) = -17.405
- gap between HOMO and LUMO (Ha) = 0.3513
- energy above the lowest of the compared OMol25 structures with the same formula, charge and spin (kcal per mole) = 52.8

No. 2
# C6H7N3O

The molecule C6H7N3O in a non-equilibrium geometry (ωB97M-V with the def2-TZVPD basis set, OMol25).

Geometry (Å):
O1 2.5507 0.3292 0.4709
N1 -0.6797 -1.8889 -1.7008
N2 1.1908 0.2899 0.2924
N3 0.7700 -0.6316 -0.5575
C1 -1.3486 1.7905 1.3723
C2 1.4894 -1.5227 -1.3114
C3 -0.5664 -0.8890 -0.8440
C4 -1.8398 0.7328 0.5470
C5 0.5725 -2.2783 -1.9999
C6 -1.7422 -0.2255 -0.3187
H1 2.5598 -1.5344 -1.3482
H2 0.7699 -3.0742 -2.6905
H3 -1.8606 1.8227 2.3358
H4 -2.6430 -0.6750 -0.7288
H5 -0.2797 1.6012 1.5492
H6 2.9379 -0.5537 0.3370
H7 -1.4489 2.7540 0.8716

Cartesian forces, eV/Å:
-0.514 -0.469 -0.355
-0.584 0.796 0.543
0.031 1.224 0.950
-0.101 -0.860 -0.773
0.782 0.133 0.551
0.426 -0.876 -0.694
-0.280 -0.496 -0.351
-0.877 0.222 -0.225
1.195 0.279 0.360
0.033 -0.255 0.043
0.153 0.028 -0.022
0.082 -0.137 -0.133
-0.031 0.099 -0.033
-0.067 -0.054 -0.035
-0.083 0.321 0.167
-0.103 0.016 -0.034
-0.061 0.030 0.041

## Properties
- net charge = 0
- spin multiplicity = 1
- highest occupied orbital energy (spin up / spin down) (eV) = -7.906 / -8.076
- gap between HOMO and LUMO (spin up / spin down) (Ha) = 0.2606 / 0.3145
- energy above the lowest of the compared OMol25 structures with the same formula, charge and spin (kcal per mole) = 137.7

No. 3
# C4H11N5

A cluster of 2 separate species, C4H11N5 in total (ωB97M-V with the def2-TZVPD basis set, OMol25).

Geometry (Å):
N1 -2.4012 0.3466 1.3145
N2 -0.8343 1.8014 0.5128
N3 0.1398 -2.1261 -1.0034
N4 -0.1744 -0.0273 1.8801
N5 2.0815 0.7737 -0.4601
C1 -1.0942 0.7699 1.1991
C2 0.5982 -0.9580 -1.1603
C3 1.7621 -0.4402 -0.4011
C4 -0.0399 -0.0256 -2.1245
H1 0.1405 2.0828 0.5193
H2 0.6339 -2.6920 -0.3130
H3 -0.4563 0.8141 -1.5694
H4 0.7079 0.3736 -2.8043
H5 0.6879 0.4358 2.1245
H6 -2.5329 -0.6504 1.3815
H7 -3.0083 0.7920 0.6456
H8 -0.8235 -0.5375 -2.6731
H9 -0.5572 -0.5819 2.6322
H10 2.2836 -1.2020 0.2027
H11 2.8867 1.0511 0.0970

Cartesian forces, eV/Å:
-0.157 -0.350 0.154
-0.037 0.550 -0.190
-0.285 -0.472 -0.065
-0.108 -0.115 0.159
0.031 0.661 -0.257
0.291 0.098 0.147
-0.163 -0.039 -0.192
0.419 -0.541 0.476
-0.113 0.151 -0.075
-0.019 -0.197 0.083
0.233 0.271 0.080
-0.027 0.081 -0.092
0.047 0.079 -0.120
-0.145 -0.034 -0.034
-0.047 -0.018 -0.063
0.010 0.008 -0.023
-0.019 -0.063 -0.032
0.064 0.134 0.015
-0.024 0.173 -0.047
0.051 -0.377 0.074

## Properties
- net charge = 0
- spin multiplicity = 1
- structure (SMILES) = [H]/N=C(C)\C=N\[H].N=C(N)N
- highest occupied orbital energy (eV) = -9.023
- gap between HOMO and LUMO (Ha) = 0.3506
- energy above the lowest of the compared OMol25 structures with the same formula, charge and spin (kcal per mole) = 0.0

Repeat the third record exactly.
# C4H11N5

A cluster of 2 separate species, C4H11N5 in total (ωB97M-V with the def2-TZVPD basis set, OMol25).

Geometry (Å):
N1 -2.4012 0.3466 1.3145
N2 -0.8343 1.8014 0.5128
N3 0.1398 -2.1261 -1.0034
N4 -0.1744 -0.0273 1.8801
N5 2.0815 0.7737 -0.4601
C1 -1.0942 0.7699 1.1991
C2 0.5982 -0.9580 -1.1603
C3 1.7621 -0.4402 -0.4011
C4 -0.0399 -0.0256 -2.1245
H1 0.1405 2.0828 0.5193
H2 0.6339 -2.6920 -0.3130
H3 -0.4563 0.8141 -1.5694
H4 0.7079 0.3736 -2.8043
H5 0.6879 0.4358 2.1245
H6 -2.5329 -0.6504 1.3815
H7 -3.0083 0.7920 0.6456
H8 -0.8235 -0.5375 -2.6731
H9 -0.5572 -0.5819 2.6322
H10 2.2836 -1.2020 0.2027
H11 2.8867 1.0511 0.0970

Cartesian forces, eV/Å:
-0.157 -0.350 0.154
-0.037 0.550 -0.190
-0.285 -0.472 -0.065
-0.108 -0.115 0.159
0.031 0.661 -0.257
0.291 0.098 0.147
-0.163 -0.039 -0.192
0.419 -0.541 0.476
-0.113 0.151 -0.075
-0.019 -0.197 0.083
0.233 0.271 0.080
-0.027 0.081 -0.092
0.047 0.079 -0.120
-0.145 -0.034 -0.034
-0.047 -0.018 -0.063
0.010 0.008 -0.023
-0.019 -0.063 -0.032
0.064 0.134 0.015
-0.024 0.173 -0.047
0.051 -0.377 0.074

## Properties
- net charge = 0
- spin multiplicity = 1
- structure (SMILES) = [H]/N=C(C)\C=N\[H].N=C(N)N
- highest occupied orbital energy (eV) = -9.023
- gap between HOMO and LUMO (Ha) = 0.3506
- energy above the lowest of the compared OMol25 structures with the same formula, charge and spin (kcal per mole) = 0.0